This record from OMol25 describes one molecule with the formula C5H8O. The level of theory is ωB97M-V/def2-TZVPD.

Calculated values
Orbital gap   0.4076 hartree
HOMO energy   -10.0260 eV
Energy relative to the best compared isomer or geometry (same formula, charge and spin)   44.69 kcal/mol
Charge   0
SMILES   O[C@H]1C[C@H]2C[C@H]21

Each atom is followed by the atoms it is bonded to, with distances in Å.
Element x y z (Å)
1 O -0.874 1.907 0.025  C2 1.404, H7 0.966
2 C -0.753 0.632 0.600  O1 1.404, C3 1.561, C6 1.530, H8 1.093
3 C -1.089 -0.608 -0.286  C2 1.561, C4 1.528, H9 1.095, H10 1.095
4 C 0.337 -1.112 -0.071  C3 1.528, C5 1.493, C6 1.526, H11 1.079
5 C 1.316 -0.070 -0.500  C4 1.493, C6 1.493, H12 1.089, H13 1.086
6 C 0.654 0.077 0.830  C2 1.530, C4 1.526, C5 1.493, H14 1.087
7 H -0.373 1.906 -0.801  O1 0.966
8 H -1.349 0.674 1.516  C2 1.093
9 H -1.344 -0.398 -1.330  C3 1.095
10 H -1.892 -1.210 0.150  C3 1.095
11 H 0.705 -2.126 -0.097  C4 1.079
12 H 1.089 0.571 -1.350  C5 1.089
13 H 2.354 -0.383 -0.444  C5 1.086
14 H 1.218 0.140 1.758  C6 1.087